C30H48BrN5O4PS2Y as an isolated structure in a non-equilibrium geometry. Source: the Open Molecules 2025 dataset; level of theory: the ωB97M-V functional and the def2-TZVPD basis.

As for the frontier orbital gap: 8.26 eV. Its total energy is -5496.95472 Eh. The multiplicity is 1. For the energy above the lowest of the compared OMol25 structures with the same formula, charge and spin, the calculation gives 18.30 kcal/mol. As for the molar mass: 806.7 g/mol. The value obtained for the HOMO energy is -7.9 eV. Its net charge is 0. The largest force on an atom comes out at 0.027 Eh/bohr.

XYZ file:
```
92
Properties=species:S:1:pos:R:3:forces:R:3
Y 0.0380 0.2473 -0.6457 -0.525 0.581 -0.114
C -6.7389 -2.6130 -0.5158 0.024 0.002 -0.003
C -5.5353 -1.9135 -1.0873 -0.067 -0.037 0.032
C -4.3508 -1.8229 -0.3650 -0.014 0.013 0.026
C -3.2518 -1.1491 -0.8690 -0.034 0.090 -0.079
C -3.3190 -0.5537 -2.1269 -0.162 -0.123 0.025
C -4.4917 -0.6546 -2.8707 0.050 -0.033 0.164
C -5.5851 -1.3257 -2.3469 -0.011 0.025 -0.067
S -1.9698 0.3826 -2.8198 -0.268 0.072 -0.214
O -2.4846 0.8504 -4.0851 0.171 0.212 -0.070
O -1.6541 1.4539 -1.8288 -0.069 -0.091 -0.251
N -0.6590 -0.4352 -2.8489 -0.253 -0.504 -0.232
C -0.6517 -1.8606 -3.1478 -0.063 0.184 -0.085
C -0.3977 -2.6733 -1.8691 -0.095 0.230 0.333
O -0.3269 -3.8817 -1.9220 0.022 -0.100 -0.022
O -0.2724 -1.9428 -0.7929 0.229 -0.036 -0.069
H -6.4733 -3.2019 0.3609 0.006 0.006 0.002
H -7.1945 -3.2791 -1.2491 0.009 0.008 -0.016
H -7.4982 -1.8887 -0.2135 0.009 0.007 -0.001
H -4.2838 -2.2826 0.6141 0.003 -0.004 -0.005
H -2.3642 -1.1159 -0.2514 -0.015 -0.048 -0.168
H -4.5366 -0.1959 -3.8465 0.001 0.019 -0.031
H -6.4959 -1.3920 -2.9308 0.003 -0.005 -0.001
H 0.1601 -2.1005 -3.8397 0.006 0.007 -0.042
H -1.5713 -2.2171 -3.6200 -0.017 -0.054 0.053
C 3.6055 1.7711 0.4995 0.009 0.020 -0.046
C 3.5362 1.2774 1.9467 0.079 0.079 0.007
C 4.9422 0.8266 2.3557 0.028 0.054 0.006
C 3.1603 2.5314 2.7553 -0.022 -0.018 0.018
P 2.1538 -0.0025 2.0920 -0.425 0.175 -0.021
N 0.9043 0.4518 1.2506 1.108 -0.360 0.726
C 2.7816 -1.6904 1.5191 0.050 -0.143 -0.073
C 3.2851 -1.5281 0.0740 0.040 0.047 0.000
C 1.6169 -2.7087 1.4731 -0.040 0.016 0.021
C 3.8968 -2.3515 2.3410 -0.060 -0.093 -0.026
C 1.7123 -0.1374 3.9323 -0.053 0.004 0.062
C 0.8651 -1.4025 4.1441 -0.037 -0.019 -0.004
C 2.8727 -0.2194 4.9338 -0.016 0.037 0.013
C 0.8175 1.0673 4.3048 0.004 -0.002 -0.007
H 4.3454 2.5758 0.4463 0.015 -0.026 -0.009
H 2.6488 2.1825 0.1867 0.002 -0.002 0.037
H 3.9069 1.0078 -0.2128 -0.030 -0.013 -0.014
H 5.5918 1.7079 2.3608 0.002 -0.023 0.005
H 5.3689 0.1249 1.6405 -0.020 -0.041 -0.026
H 4.9931 0.3801 3.3458 -0.042 -0.034 0.062
H 3.8403 3.3330 2.4539 -0.013 0.010 0.030
H 3.2672 2.4075 3.8285 0.010 -0.066 0.089
H 2.1430 2.8599 2.5407 -0.017 -0.044 -0.026
H 2.5525 -1.0506 -0.5853 0.067 -0.052 0.086
H 3.4763 -2.5200 -0.3402 0.033 -0.001 0.008
H 4.2089 -0.9546 0.0119 0.024 -0.023 0.019
H 0.6425 -2.2669 1.2848 0.097 0.049 0.010
H 1.5697 -3.2904 2.3905 -0.017 -0.018 -0.006
H 1.7881 -3.4074 0.6521 0.005 -0.009 0.016
H 4.8172 -1.7809 2.4001 0.055 0.115 -0.007
H 4.1356 -3.3079 1.8649 0.014 0.016 0.004
H 3.5655 -2.5848 3.3516 0.002 0.016 0.025
H 1.4683 -2.3066 4.1209 0.011 -0.009 -0.004
H 0.0681 -1.5091 3.4077 0.011 0.030 -0.005
H 0.4065 -1.3435 5.1346 0.006 -0.018 0.001
H 3.5331 -1.0658 4.7564 0.005 -0.029 -0.049
H 2.4516 -0.3463 5.9366 -0.009 0.007 -0.016
H 3.4805 0.6809 4.9596 0.021 0.088 -0.049
H 0.2528 1.4409 3.4506 0.015 -0.046 -0.035
H 1.3934 1.8926 4.7165 0.043 0.037 -0.023
H 0.1063 0.7551 5.0739 0.014 0.039 0.019
S 2.0102 1.5025 -2.3157 0.082 0.165 -0.026
C 1.3124 1.9273 -3.8332 -0.152 -0.167 0.034
N 1.0080 3.1979 -4.0860 0.105 0.154 0.160
C 0.4636 3.6710 -5.3521 0.033 -0.009 0.055
C -0.3712 2.5633 -5.9661 -0.073 0.021 -0.042
C 0.4498 1.2896 -6.0601 0.006 -0.053 0.088
N 1.1165 1.0255 -4.7851 0.089 -0.074 0.051
H 1.1739 3.8372 -3.3258 -0.011 -0.016 -0.056
H 1.2775 3.9751 -6.0166 0.006 -0.019 -0.020
H -0.1462 4.5488 -5.1460 -0.009 0.004 -0.007
H -0.7069 2.8556 -6.9607 -0.004 0.000 0.003
H -1.2468 2.3840 -5.3419 0.008 -0.046 -0.023
H 1.1997 1.3606 -6.8516 0.017 0.021 -0.005
H -0.1911 0.4366 -6.2775 -0.040 0.010 0.010
H 1.2342 0.0719 -4.4780 -0.053 0.067 -0.044
Br -6.1451 0.0748 2.9469 -0.056 -0.012 0.020
C -4.4909 0.5939 2.2066 -0.014 0.009 0.027
C -4.4575 1.4844 1.1496 0.008 0.009 -0.007
C -3.2248 1.7732 0.5912 0.086 0.060 -0.001
N -2.0738 1.2580 1.0335 -0.054 -0.339 -0.220
C -2.1328 0.4335 2.0812 0.057 0.000 0.036
C -3.3163 0.0631 2.7028 0.035 0.026 -0.028
H -5.3618 1.9128 0.7428 -0.003 0.003 0.004
H -3.1568 2.4188 -0.2739 0.014 -0.003 0.005
H -1.1760 0.0379 2.4029 0.008 0.022 -0.003
H -3.3121 -0.6306 3.5311 0.001 -0.003 0.004
```
Positions in Å, forces in eV/Å.

***

A 2-piece molecular cluster, C30H48ClF3N3O8PS overall in a non-equilibrium geometry. Source: the Open Molecules 2025 dataset; level of theory: the ωB97M-V functional and the def2-TZVPD basis.

As for the frontier orbital gap: 1.77 eV. Its total energy is -3436.29912 Eh. The multiplicity is 1. As for the molar mass: 734.2 g/mol. The value obtained for the HOMO energy is -3.7 eV. Its net charge is 0. The largest force on an atom comes out at 0.207 Eh/bohr.

XYZ file:
```
95
Properties=species:S:1:pos:R:3:forces:R:3
C 2.7545 -5.4238 0.9552 -7.390 7.657 0.113
C 1.8549 -4.3249 0.8642 6.480 -8.368 1.245
N 0.8977 -3.1096 0.7934 2.566 -3.734 -0.451
C -0.4567 -3.6913 1.1672 -3.163 -1.354 2.333
O -0.4499 -5.1852 1.2642 -1.715 2.598 0.257
C -1.7406 -5.4597 1.9796 -0.845 -0.444 1.103
C 0.9831 -2.6933 -0.6760 -0.339 -0.395 -2.961
C 0.9962 -1.0842 -0.9715 1.211 0.966 0.101
C 2.5796 -0.5319 -1.0091 1.383 -1.179 0.586
N 2.8692 0.4095 -2.1504 1.511 0.446 1.503
N 0.4850 -0.8506 -2.3351 -0.625 -1.302 0.871
C 0.6714 -1.8203 -3.4143 -0.366 -0.823 -2.513
C 2.1852 -2.2306 -3.8773 0.726 0.914 -0.806
C 0.1665 -0.2068 0.2129 -0.668 -0.287 -2.052
C -1.4059 -0.4749 -0.2672 -0.671 0.118 -0.040
C -2.5698 -0.1985 0.8163 -1.968 1.203 4.192
O -2.5098 0.4538 1.9774 0.424 -3.345 -6.681
C -4.0598 -0.8962 0.4995 -3.227 -1.886 -0.892
C -4.2015 -2.4115 -0.1955 -3.576 1.750 0.938
C -5.7012 -3.1011 -0.4463 -0.155 2.876 1.664
C -7.1238 -2.3654 -0.0195 4.729 2.471 0.769
C -6.9543 -0.8398 0.6432 2.700 -2.514 -0.985
C -5.4649 -0.1496 0.8966 -0.520 -3.254 -1.239
C 0.5466 1.3654 -0.0798 0.549 1.044 -0.097
C -0.5225 2.4965 0.3949 -0.345 1.742 -0.288
O -1.6747 2.7013 -0.5452 1.313 -1.641 2.827
C 0.2651 3.9752 0.3333 -1.533 2.693 -0.979
F -0.7098 4.9946 -0.2110 3.802 -3.224 2.083
F 0.5961 4.4868 1.7122 -0.310 -1.711 -4.368
F 1.4131 3.9904 -0.5990 -3.144 0.123 3.418
C 0.5070 -0.7383 1.7316 -0.717 -0.807 1.162
C 1.0766 0.3642 2.7907 -0.054 0.442 1.447
C 2.6837 0.5755 2.8757 1.141 0.930 1.203
C 3.1763 2.1688 2.7450 1.171 -0.241 -0.595
C 4.6591 2.1262 1.9719 -1.475 -1.950 0.107
S 5.2287 3.8093 1.3650 -1.112 3.781 -5.249
O 4.3191 4.9927 1.7718 3.767 -4.785 -0.129
O 5.3425 3.7341 -0.2075 -0.089 -0.605 5.967
O 6.8657 3.9859 1.9139 -2.104 -1.625 -1.103
C 1.4648 -2.1134 1.7669 1.436 1.982 -1.265
P 1.6930 -2.6921 3.5681 -0.216 -0.935 2.271
O 0.9863 -4.2274 3.9385 2.110 0.930 -1.444
Cl 3.8199 -3.0503 3.8040 -1.568 -0.016 -0.746
H 3.1675 -6.4843 1.3164 -0.986 2.996 -1.158
H -1.3382 -3.4192 0.4589 2.102 -0.003 0.856
H -0.7925 -3.3281 2.2543 1.160 -0.375 -2.356
H -1.5249 -5.4028 3.1525 -0.438 -0.313 -2.573
H -2.5640 -4.6571 1.7672 1.552 -1.365 0.103
H -2.2086 -6.5044 1.6615 1.500 2.256 0.642
H 1.9507 -3.1920 -1.1666 -2.091 1.227 1.382
H 0.0721 -3.2817 -1.1757 1.980 1.651 0.965
H 3.2903 -1.4772 -1.1774 -1.543 1.907 0.441
H 2.9245 -0.0584 -0.0003 -0.837 -0.956 -1.472
H 2.8516 1.4062 -1.7891 -0.087 -1.492 -0.586
H 3.8949 0.2615 -2.3885 -1.754 0.267 0.252
H 0.0597 0.0564 -2.5575 0.652 -0.863 0.171
H 0.1786 -1.3438 -4.3971 1.062 -0.992 2.322
H 0.0813 -2.8541 -3.3037 1.032 2.137 0.179
H 2.7086 -1.2893 -4.3898 -1.167 -2.015 1.253
H 2.9049 -2.5706 -3.0221 -1.449 0.474 -1.482
H 2.1552 -3.0640 -4.7083 -0.127 1.523 1.805
H -1.5671 -1.5857 -0.6766 0.388 2.399 1.034
H -1.6540 0.2008 -1.2213 0.422 -1.303 2.308
H -3.2632 -3.0550 -0.5129 -2.153 1.541 0.651
H -5.7785 -4.1888 -0.9128 0.381 2.608 1.079
H -8.1925 -2.8748 -0.1669 2.772 1.284 0.307
H -7.9634 -0.2977 0.9607 2.661 -1.060 -0.725
H -5.4552 0.9073 1.4020 0.123 -2.305 -1.202
H 0.7298 1.6096 -1.2355 -0.662 -0.901 2.460
H 1.5959 1.6554 0.4138 -2.349 -0.789 -0.881
H -0.9100 2.4272 1.4928 0.849 -0.164 -2.039
H -2.4991 2.7323 0.0234 1.180 0.223 -1.153
H -0.4787 -1.1529 2.2708 1.823 1.240 -1.471
H 0.7344 0.0024 3.8783 0.701 0.739 -2.534
H 0.5977 1.4451 2.7011 0.747 -2.532 -0.259
H 3.3464 -0.0148 2.1264 -1.446 0.775 1.147
H 3.0506 0.2517 3.9650 -0.789 0.462 -2.439
H 3.3567 2.6614 3.7955 -0.767 -0.873 -2.186
H 2.4839 2.7977 2.0432 1.148 -1.067 1.680
H 4.4597 1.4760 0.9914 0.752 1.804 1.842
H 5.4450 1.5346 2.6064 -1.250 1.593 -1.123
H 7.3628 3.2716 1.3916 -0.936 1.439 0.778
H 2.5728 -1.8923 1.3813 -2.441 -0.394 0.666
H 1.5898 -5.0048 3.7520 -0.919 1.165 -0.013
C -3.8201 6.0076 -4.1024 0.403 0.919 -0.336
C -3.2989 5.1457 -2.9406 0.008 -0.978 -1.880
C -1.9459 4.5288 -3.3330 1.078 0.478 -0.149
O -4.1558 4.1573 -2.7518 -1.271 -1.141 1.490
H -3.9601 5.4288 -5.0250 0.037 -0.168 0.300
H -4.7788 6.4797 -3.8533 0.117 -0.214 0.111
H -3.1098 6.8119 -4.3279 0.042 0.257 -0.155
H -3.0829 5.8455 -2.1208 -0.038 0.322 0.764
H -2.0165 3.8954 -4.2271 -0.325 0.099 0.103
H -1.5320 3.9180 -2.5207 -0.289 0.161 -0.128
H -1.2169 5.3184 -3.5509 0.323 0.075 -0.069
```
Positions in Å, forces in eV/Å.